# 1
Here is a cluster of 12 separate species, C30H86F3N16O14S in total at a distorted geometry from the OMol25 dataset. Energies are from ωB97M-V/def2-TZVPD.

Element x y z (Å)
C -9.526 19.210 -8.223
F -9.376 17.937 -8.565
F -8.417 19.639 -7.616
F -9.673 19.931 -9.345
S -10.951 19.414 -7.068
O -11.145 20.856 -6.987
O -12.069 18.723 -7.670
O -10.461 18.787 -5.857
C -8.937 23.450 -9.825
O -8.498 24.554 -10.148
N -8.433 22.740 -8.762
N -9.943 22.829 -10.533
H -7.800 23.211 -8.120
H -8.810 21.835 -8.543
H -10.286 23.302 -11.346
H -10.158 21.861 -10.386
C -13.328 16.736 -10.457
O -13.848 16.164 -11.413
N -14.061 17.353 -9.471
N -11.974 16.696 -10.200
H -13.562 17.963 -8.849
H -15.055 17.393 -9.559
H -11.712 16.965 -9.268
H -11.332 16.416 -10.924
C -12.965 22.867 -9.445
O -13.660 23.409 -10.299
N -12.695 21.509 -9.433
N -12.498 23.542 -8.334
H -13.036 21.021 -10.241
H -12.459 21.049 -8.572
H -12.897 24.453 -8.219
H -11.876 23.113 -7.676
C -10.368 22.874 -3.851
O -10.203 23.923 -3.239
N -9.887 22.667 -5.126
N -10.982 21.752 -3.309
H -10.153 21.853 -5.667
H -9.480 23.442 -5.614
H -11.217 21.023 -3.960
H -11.470 21.861 -2.443
C -8.759 16.272 -4.048
O -8.554 15.239 -3.408
N -8.053 16.552 -5.205
N -9.632 17.239 -3.638
H -7.240 15.989 -5.355
H -8.157 17.465 -5.612
H -10.320 16.974 -2.959
H -9.775 18.088 -4.159
C -10.468 15.508 -6.118
C -11.765 15.931 -6.781
C -12.580 14.658 -7.032
O -12.075 13.919 -8.116
C -12.402 14.472 -9.351
N -12.532 16.778 -5.836
H -10.634 15.044 -5.151
H -9.771 16.350 -5.991
H -9.873 14.863 -6.774
H -11.626 16.437 -7.740
H -13.655 14.865 -7.155
H -12.538 14.029 -6.140
H -13.460 14.761 -9.405
H -12.289 13.728 -10.147
H -11.763 15.311 -9.644
H -12.049 17.680 -5.769
H -13.347 17.073 -6.389
C -4.048 23.837 -10.042
C -4.123 22.625 -10.967
C -5.347 21.770 -10.785
O -5.140 20.996 -9.612
C -6.021 19.927 -9.398
N -3.926 23.024 -12.390
H -3.062 24.298 -10.143
H -4.023 23.462 -9.018
H -4.851 24.515 -10.323
H -3.272 21.964 -10.731
H -5.531 21.149 -11.671
H -6.229 22.404 -10.607
H -6.533 19.682 -10.337
H -6.854 20.228 -8.742
H -5.527 19.079 -8.931
H -2.993 23.424 -12.442
H -3.853 22.170 -12.940
C -1.923 18.895 -5.862
C -3.287 19.405 -5.398
C -4.347 18.388 -5.816
O -4.641 18.592 -7.185
C -5.451 17.601 -7.711
N -3.225 19.526 -3.928
H -1.670 17.961 -5.363
H -1.151 19.645 -5.711
H -2.010 18.664 -6.930
H -3.598 20.341 -5.857
H -5.274 18.520 -5.232
H -3.997 17.362 -5.620
H -6.392 17.503 -7.151
H -4.973 16.614 -7.731
H -5.728 17.866 -8.730
H -3.140 18.597 -3.526
H -4.116 19.885 -3.590
C -15.012 19.102 -5.500
C -15.987 18.052 -5.014
C -16.662 17.294 -6.133
O -15.758 16.500 -6.854
C -16.452 15.797 -7.869
N -15.251 17.161 -4.083
H -14.489 19.565 -4.667
H -15.545 19.865 -6.079
H -14.272 18.687 -6.180
H -16.785 18.449 -4.378
H -17.241 17.969 -6.786
H -17.428 16.596 -5.750
H -17.196 15.115 -7.431
H -15.735 15.212 -8.439
H -16.992 16.510 -8.506
H -15.816 16.317 -3.957
H -14.427 16.785 -4.560
C -6.834 24.790 -3.205
C -6.099 24.199 -4.397
C -7.148 23.690 -5.366
O -6.646 23.350 -6.646
C -5.808 22.216 -6.694
N -5.276 25.250 -5.032
H -6.167 25.032 -2.372
H -7.598 24.131 -2.781
H -7.347 25.726 -3.447
H -5.420 23.432 -4.024
H -7.928 24.434 -5.538
H -7.668 22.826 -4.918
H -5.323 22.267 -7.663
H -6.323 21.258 -6.562
H -5.025 22.268 -5.930
H -5.659 26.166 -4.841
H -5.314 25.110 -6.038
C -9.439 14.916 -13.530
C -9.477 15.252 -12.066
C -8.284 14.649 -11.323
O -8.340 15.100 -10.002
C -7.090 15.133 -9.356
N -9.487 16.702 -11.853
H -8.721 15.462 -14.138
H -10.434 15.037 -13.963
H -9.236 13.844 -13.638
H -10.341 14.808 -11.564
H -7.351 14.948 -11.826
H -8.329 13.550 -11.381
H -6.502 14.217 -9.502
H -7.232 15.231 -8.282
H -6.513 15.978 -9.750
H -9.072 16.928 -10.951
H -8.885 17.200 -12.500

Values from the calculation:
calculated total energy	-3822.019617	Ha
energy above the lowest of the compared OMol25 structures with the same formula, charge and spin	0.0	kJ/mol
2S+1	1
maximum force	4.82	eV/A
orbital gap	8.0	eV
highest occupied orbital energy	-0.221	Eh
total charge	-1

# 2
Here is a cluster of 11 separate species, C30H86N4O18 in total at a distorted geometry from the OMol25 dataset. Energies are from ωB97M-V/def2-TZVPD.

Element x y z (Å)
C 3.606 -15.269 -15.272
O 3.628 -14.936 -16.688
C 4.433 -13.886 -17.283
C 5.150 -14.369 -18.625
C 6.131 -15.508 -18.337
N 5.903 -13.298 -19.160
H 3.043 -14.597 -14.625
H 4.546 -14.996 -14.791
H 3.279 -16.280 -15.025
H 3.883 -12.976 -17.525
H 5.169 -13.633 -16.520
H 4.350 -14.455 -19.361
H 6.673 -15.831 -19.226
H 5.525 -16.341 -17.982
H 6.814 -15.081 -17.603
H 6.248 -13.344 -20.109
H 5.481 -12.382 -19.131
C 9.110 -19.426 -16.590
O 8.424 -19.434 -15.283
C 7.414 -18.408 -15.214
C 6.883 -18.332 -13.785
C 5.804 -19.404 -13.376
N 6.261 -17.016 -13.569
H 8.440 -19.665 -17.416
H 9.789 -20.279 -16.594
H 9.595 -18.463 -16.745
H 7.925 -17.514 -15.572
H 6.626 -18.763 -15.879
H 7.788 -18.493 -13.198
H 6.153 -20.434 -13.452
H 4.814 -19.183 -13.776
H 5.710 -19.405 -12.290
H 5.513 -17.155 -12.905
H 6.838 -16.336 -13.096
C -2.625 -19.912 -18.862
O -3.413 -18.769 -19.120
C -4.522 -18.561 -18.121
C -5.543 -19.777 -18.124
C -6.265 -19.912 -19.567
N -6.634 -19.658 -17.139
H -1.741 -19.885 -19.499
H -3.237 -20.789 -19.071
H -2.356 -19.971 -17.807
H -4.033 -18.544 -17.147
H -4.955 -17.561 -18.134
H -5.054 -20.703 -17.820
H -6.974 -19.092 -19.680
H -6.788 -20.849 -19.758
H -5.492 -19.780 -20.323
H -7.477 -20.205 -17.236
H -6.293 -19.799 -16.199
C 0.301 -15.319 -15.126
O 0.390 -15.128 -13.765
C 0.333 -13.789 -13.287
C -1.040 -13.106 -13.566
C -0.978 -11.644 -13.154
N -2.111 -13.757 -12.902
H 0.611 -16.361 -15.208
H 0.862 -14.685 -15.813
H -0.741 -15.321 -15.444
H 0.495 -13.775 -12.209
H 1.077 -13.120 -13.719
H -1.325 -12.974 -14.610
H -0.563 -10.944 -13.879
H -0.723 -11.496 -12.104
H -1.921 -11.097 -13.160
H -1.924 -14.747 -12.975
H -2.319 -13.420 -11.973
O 5.651 -24.393 -14.991
C 5.032 -23.755 -13.903
C 3.576 -23.377 -14.429
O 3.715 -22.221 -15.351
H 5.491 -23.853 -15.768
H 4.890 -24.346 -12.998
H 5.591 -22.869 -13.602
H 2.916 -23.199 -13.581
H 3.309 -24.216 -15.071
H 3.586 -21.368 -14.930
O 3.492 -21.494 -18.265
C 2.418 -21.209 -19.111
C 3.076 -21.149 -20.474
O 4.200 -20.254 -20.393
H 4.194 -20.905 -18.552
H 1.544 -21.861 -19.124
H 1.919 -20.273 -18.861
H 2.347 -20.912 -21.249
H 3.432 -22.136 -20.768
H 4.380 -19.844 -21.242
O 2.209 -19.672 -14.277
C 1.659 -19.501 -15.632
C 0.326 -20.181 -15.883
O 0.676 -21.505 -15.694
H 1.752 -19.148 -13.614
H 1.493 -18.428 -15.728
H 2.541 -19.694 -16.242
H -0.050 -19.865 -16.856
H -0.457 -19.874 -15.190
H 1.591 -21.632 -15.433
O 0.958 -24.046 -17.609
C 0.088 -25.022 -16.939
C 0.724 -25.366 -15.520
O 1.853 -26.176 -15.632
H 1.178 -23.421 -16.914
H -0.926 -24.661 -16.765
H -0.131 -25.868 -17.590
H -0.118 -25.828 -15.004
H 0.972 -24.516 -14.884
H 2.334 -25.718 -16.325
O 1.069 -17.741 -12.652
C 1.550 -17.147 -11.442
C 2.888 -17.870 -11.018
O 3.894 -17.000 -11.358
H 0.674 -17.013 -13.137
H 1.700 -16.073 -11.551
H 0.818 -17.334 -10.657
H 3.057 -18.841 -11.486
H 2.754 -18.070 -9.955
H 3.894 -16.279 -10.724
O -0.404 -23.454 -10.969
C -0.055 -22.945 -12.266
C -1.183 -22.879 -13.267
O -2.263 -22.135 -12.721
H 0.453 -23.735 -10.641
H 0.333 -21.930 -12.171
H 0.759 -23.632 -12.497
H -1.483 -23.900 -13.502
H -0.951 -22.379 -14.207
H -2.481 -22.511 -11.865
O -2.548 -16.503 -13.448
C -2.234 -17.915 -13.467
C -1.777 -18.503 -12.066
O -2.944 -18.846 -11.335
H -3.108 -16.330 -12.687
H -3.058 -18.484 -13.898
H -1.377 -17.944 -14.141
H -1.230 -17.724 -11.536
H -1.102 -19.332 -12.280
H -2.698 -19.687 -10.942

Values from the calculation:
calculated total energy	-2767.581546	Ha
energy above the lowest of the compared OMol25 structures with the same formula, charge and spin	623.6	kJ/mol
2S+1	1
maximum force	3.79	eV/A
orbital gap	9.1	eV
highest occupied orbital energy	-0.327	Eh
SMILES string	COC[C@H](C)N.COC[C@H](C)N.COC[C@H](C)N.COC[C@H](C)N.OCCO.OCCO.OCCO.OCCO.OCCO.OCCO.OCCO